# 1
Computed, not measured: a 8-piece molecular cluster, C9H34N8O8 overall in a non-equilibrium geometry, with ωB97M-V/def2-TZVPD.

Structure (XYZ):
```
59
Properties=species:S:1:pos:R:3:nbo_charge:R:1
N 4.5040 -7.4350 -29.6470 -0.83
C 5.1490 -7.3470 -30.7650 0.74
N 6.3480 -7.7650 -30.6590 -0.87
O 4.6510 -6.8070 -31.9020 -0.74
H 3.5430 -7.0160 -29.5290 0.42
H 4.9390 -7.7910 -28.7730 0.41
H 6.8350 -7.7020 -31.5560 0.41
H 6.7760 -8.3700 -29.9300 0.45
N 11.0200 -5.5730 -27.1400 -0.84
C 12.1900 -6.1280 -27.3280 0.74
N 12.1730 -7.1600 -28.1240 -0.85
O 13.2790 -5.8270 -26.5470 -0.75
H 10.8830 -4.8850 -26.3950 0.42
H 10.2170 -5.6290 -27.7580 0.42
H 13.0120 -7.7450 -28.1030 0.41
H 11.3990 -7.3770 -28.7490 0.41
N 7.1490 -5.5110 -29.1950 -0.87
C 7.5610 -5.0070 -28.0350 0.75
N 6.9010 -5.5860 -27.1000 -0.84
O 8.5990 -4.0970 -27.8100 -0.73
H 7.6840 -5.1210 -30.0390 0.45
H 6.6170 -6.3770 -29.3310 0.42
H 6.1050 -6.2460 -27.0860 0.44
H 7.0950 -5.0850 -26.2220 0.43
N 9.1240 -9.4460 -27.4060 -0.84
C 8.0840 -8.6260 -27.3800 0.77
N 8.1630 -7.7050 -26.4900 -0.85
O 7.0320 -8.7420 -28.2090 -0.84
H 9.2460 -10.1770 -28.1750 0.44
H 9.9330 -9.1070 -26.8270 0.39
H 7.6900 -6.7420 -26.8240 0.40
H 9.0080 -7.4950 -25.9030 0.40
C 10.3370 -7.0050 -31.5850 -0.64
C 9.7570 -7.7560 -30.3800 -0.06
O 9.7710 -6.9100 -29.3170 -0.75
H 11.4490 -6.9360 -31.4440 0.21
H 10.0460 -6.0090 -31.7790 0.22
H 10.2710 -7.6190 -32.5370 0.21
H 10.4710 -8.5220 -30.1480 0.15
H 8.7830 -8.2190 -30.5300 0.18
H 8.9400 -6.7770 -28.9860 0.49
C 11.8110 -3.5050 -30.7670 -0.26
O 10.8670 -3.7060 -29.7530 -0.71
H 11.9170 -2.4690 -31.0350 0.19
H 11.6060 -4.1750 -31.6180 0.14
H 12.8390 -3.7390 -30.3940 0.17
H 11.0800 -4.5700 -29.3730 0.47
C 10.7950 -11.4470 -29.8100 -0.26
O 9.6560 -11.4310 -28.9840 -0.70
H 11.5800 -10.7230 -29.4290 0.16
H 10.5560 -11.3040 -30.8490 0.20
H 11.3070 -12.3960 -29.5870 0.18
H 9.9270 -11.9990 -28.2610 0.48
C 7.2570 -3.3660 -31.7630 -0.27
O 8.2550 -4.1810 -31.2530 -0.74
H 6.8270 -2.5980 -31.1260 0.18
H 6.5070 -4.1070 -32.1410 0.20
H 7.4900 -2.8280 -32.6920 0.17
H 9.1560 -3.8840 -31.4250 0.50
```

- HOMO: -8.9 eV
- E_tot: -1403.18692 hartree

# 2
Computed, not measured: a 8-piece molecular cluster, C9H34O8 overall in a non-equilibrium geometry, with ωB97M-V/def2-TZVPD.

Structure (XYZ):
```
51
Properties=species:S:1:pos:R:3:nbo_charge:R:1
C -2.3514 3.7613 -2.2799 -0.64
C -3.3573 4.7901 -1.9168 0.09
C -4.8011 4.4572 -2.2849 -0.63
O -3.2906 4.9807 -0.5990 -0.70
H -2.5548 3.5064 -3.3200 0.21
H -2.2583 2.7837 -1.8069 0.21
H -1.3421 4.1520 -2.1502 0.22
H -3.1545 5.7215 -2.4454 0.17
H -4.7741 4.0982 -3.3137 0.20
H -5.5836 5.2112 -2.2006 0.22
H -5.0454 3.5223 -1.7804 0.19
H -3.4678 4.1184 -0.2162 0.46
C -4.2502 -4.1472 -1.2819 -0.63
C -5.1273 -5.3638 -1.0592 0.09
C -4.2160 -6.5423 -0.6652 -0.63
O -6.0296 -5.0972 -0.0130 -0.71
H -3.6119 -4.1706 -2.1651 0.21
H -3.5061 -3.9687 -0.5057 0.21
H -4.7834 -3.1979 -1.3340 0.22
H -5.7464 -5.6405 -1.9126 0.16
H -3.5850 -6.8497 -1.4990 0.21
H -4.8643 -7.4086 -0.5341 0.19
H -3.6604 -6.3730 0.2572 0.22
H -6.4689 -5.9356 0.1478 0.46
C 8.1547 0.0558 -4.0930 -0.64
C 7.1711 -0.1231 -2.9133 0.10
C 7.3391 0.8548 -1.7376 -0.63
O 5.8811 -0.0154 -3.5034 -0.72
H 9.2185 0.0625 -3.8557 0.22
H 7.9073 0.9888 -4.5993 0.19
H 7.8410 -0.7096 -4.8029 0.22
H 7.2853 -1.1535 -2.5767 0.17
H 6.7742 0.4895 -0.8799 0.22
H 6.9975 1.8508 -2.0191 0.21
H 8.3651 0.8786 -1.3704 0.21
H 6.0039 0.4945 -4.3075 0.46
O 5.6347 -0.4706 6.3349 -0.94
H 5.7367 0.3571 6.8047 0.47
H 5.0378 -0.2660 5.6151 0.47
O 1.6284 0.4442 3.2307 -0.94
H 1.1196 -0.1006 2.6303 0.47
H 1.2662 0.2511 4.0954 0.47
O -3.8494 1.7633 4.2870 -0.93
H -3.1573 1.2646 4.7213 0.47
H -4.5925 1.7164 4.8885 0.47
O 2.0454 5.2300 2.5850 -0.94
H 1.4127 5.3737 1.8812 0.47
H 2.2050 4.2862 2.5751 0.47
O -1.6740 -3.3145 6.9555 -0.94
H -2.5833 -3.0611 7.1138 0.47
H -1.3382 -3.5553 7.8190 0.47
```

- HOMO: -9.9 eV
- E_tot: -965.13652 hartree

# 3
Computed, not measured: C9H35F6N7O16S2Y as an isolated structure in a non-equilibrium geometry, with ωB97M-V/def2-TZVPD.

Structure (XYZ):
```
76
Properties=species:S:1:pos:R:3:lowdin_charge:R:1
Y 0.4569 -7.6756 -0.5225 1.20
C -2.0230 -0.4589 2.9889 -0.57
F -1.8042 0.3907 4.0092 0.14
F -3.3639 -0.5612 2.7869 0.11
F -1.4582 -0.0163 1.8425 0.14
S -1.4681 -2.2194 3.5883 0.57
O -1.3118 -3.0838 2.3692 -0.22
O -0.1761 -2.1029 4.2212 -0.21
O -2.4774 -2.8335 4.4590 -0.21
C -5.0056 -3.0008 -4.3306 -0.69
F -5.4264 -1.9004 -4.8316 0.20
F -5.2588 -2.9664 -3.0255 0.13
F -5.6259 -4.0636 -4.7982 0.16
S -3.0468 -3.1865 -4.6081 0.56
O -2.9314 -3.7696 -5.9290 -0.19
O -2.4723 -1.8790 -4.4387 -0.21
O -2.6092 -4.2043 -3.6086 -0.22
C 9.1598 5.6658 -4.8915 -0.07
C 7.7081 5.3730 -4.7132 -0.45
C 7.3543 5.3351 -3.1858 -0.18
O 6.1213 4.6575 -2.9458 -0.18
C 5.6290 4.7602 -1.6205 -0.11
N 6.9215 6.3528 -5.4213 0.09
H 9.3303 5.6860 -5.9679 0.08
H 9.7805 4.8911 -4.4412 0.09
H 9.4348 6.6426 -4.4935 0.09
H 7.4987 4.3894 -5.1338 0.14
H 7.2176 6.3937 -2.9647 0.12
H 8.1583 4.9532 -2.5567 0.13
H 4.9213 3.9784 -1.3445 0.08
H 5.1068 5.7115 -1.5189 0.09
H 6.3692 4.5934 -0.8381 0.08
H 5.9509 6.0789 -5.3653 0.09
H 7.2520 6.2921 -6.3737 0.08
O 1.0236 -3.0966 10.0811 -0.05
H 1.1936 -3.4206 9.1966 0.02
H 0.2454 -3.5752 10.3666 0.03
O 3.1903 -3.9879 -0.9494 -0.09
H 3.3176 -3.6533 -1.8371 0.03
H 3.6162 -3.3418 -0.3860 0.04
O -7.6086 -2.8557 6.0487 -0.05
H -6.6951 -2.8823 5.7639 0.02
H -8.0268 -2.2317 5.4555 0.03
O 5.1608 -0.9964 2.7919 -0.06
H 5.9513 -0.9696 3.3310 0.03
H 4.4423 -0.8805 3.4137 0.03
O -2.6676 -6.3805 9.5964 -0.05
H -2.7500 -7.2968 9.3320 0.03
H -2.8673 -5.8830 8.8034 0.03
O 0.1978 -8.7828 3.8351 -0.09
H 0.8712 -8.9218 4.5011 0.03
H -0.6288 -8.9242 4.2965 0.03
C -5.8993 -8.5215 0.8122 -0.78
O -4.7165 -8.4991 0.4167 -0.04
N -6.7554 -7.5878 0.4868 0.16
N -6.3211 -9.3951 1.6451 0.17
H -6.4505 -6.7320 0.0454 0.12
H -7.7412 -7.7786 0.5958 0.11
H -5.5617 -9.9507 2.0121 0.13
H -7.2460 -9.3269 2.0450 0.12
C -0.1955 4.5154 -5.4081 -0.78
O 0.2567 5.6069 -5.8187 0.04
N -0.4531 4.1973 -4.1856 0.17
N -0.6857 3.6298 -6.1553 0.17
H -0.8867 3.3095 -3.9760 0.11
H -0.2026 4.7926 -3.4092 0.13
H -0.8888 2.7323 -5.7389 0.12
H -0.4230 3.8028 -7.1151 0.14
C -2.3778 8.2861 1.3313 -0.76
O -1.6634 8.6098 0.3755 0.02
N -3.6342 8.6292 1.3700 0.16
N -1.9829 7.5749 2.3591 0.16
H -4.1664 8.3255 2.1729 0.11
H -4.0689 9.1730 0.6383 0.13
H -1.1329 7.0302 2.3887 0.12
H -2.6817 7.4341 3.0747 0.10
```

- HOMO: -10.8 eV
- E_tot: -3384.24107 hartree
- Charge: +1

# 4
Computed, not measured: a 6-piece molecular cluster, C9H36BN2O5 overall in a non-equilibrium geometry, with ωB97M-V/def2-TZVPD.

Structure (XYZ):
```
53
Properties=species:S:1:pos:R:3:nbo_charge:R:1
O -12.2379 12.5868 3.7931 -0.90
H -12.0027 13.1650 2.9710 0.53
H -11.6181 11.7970 3.8741 0.55
H -12.2439 13.1432 4.6449 0.57
O -14.4307 14.2873 7.5423 -0.80
H -14.8020 15.0901 7.1343 0.54
H -13.4735 14.1072 7.0790 0.57
H -15.0407 13.5604 7.3274 0.54
B -11.9909 13.8272 6.3773 -0.96
H -10.8776 13.9476 5.9612 0.09
H -12.0153 14.5318 7.3564 0.07
H -12.8215 14.1775 5.5621 -0.02
H -12.1858 12.6936 6.7291 0.02
C -12.9145 9.9277 7.2495 -0.25
O -14.1275 9.2392 6.9508 -0.71
H -13.0278 10.6703 8.0456 0.16
H -12.1676 9.2001 7.5548 0.19
H -12.5294 10.4564 6.3717 0.16
H -14.7879 9.9063 6.7501 0.45
C -10.6560 15.8334 2.6299 -0.63
C -10.6380 14.7353 1.5842 -0.08
C -9.4831 13.7801 1.7227 -0.08
O -9.5214 13.1956 3.0248 -0.58
C -8.2956 12.5499 3.3510 -0.25
N -11.9394 14.0229 1.6180 -0.84
H -10.6636 15.4072 3.6390 0.23
H -11.5154 16.4951 2.5294 0.21
H -9.7603 16.4571 2.6115 0.23
H -10.5054 15.2475 0.6202 0.20
H -8.5447 14.3334 1.6125 0.20
H -9.5207 12.9794 0.9717 0.18
H -8.5145 11.8782 4.1796 0.18
H -7.5497 13.2860 3.6482 0.19
H -7.9604 11.9464 2.5026 0.18
H -12.6717 14.6779 1.3514 0.39
H -11.9654 13.3735 0.8277 0.38
C -9.4779 9.1613 2.3069 -0.63
C -10.6318 10.1301 2.5447 -0.08
C -11.8928 9.7245 1.7993 -0.07
O -11.6201 9.8029 0.4286 -0.54
C -12.7439 9.4633 -0.3648 -0.25
N -10.9820 10.2229 3.9951 -0.86
H -9.7737 8.1692 2.6679 0.21
H -8.5707 9.4367 2.8445 0.21
H -9.2637 9.0701 1.2428 0.24
H -10.3634 11.0980 2.1075 0.20
H -12.7312 10.3588 2.1246 0.17
H -12.2033 8.6918 2.0339 0.17
H -12.4117 9.4304 -1.4005 0.20
H -13.5136 10.2437 -0.3033 0.16
H -13.1765 8.5005 -0.0827 0.18
H -10.1144 10.3876 4.5041 0.38
H -11.2290 9.2710 4.2582 0.39
```

- HOMO: -12.6 eV
- E_tot: -874.67607 hartree
- Charge: +1